# 1
Molecular formula: C45H43F5N2O3
Method: DFT, the ωB97M-V functional and the def2-TZVPD basis

Last column: Löwdin charge in e.
Geometry (Å):
C -3.85040 4.44582 3.36894  0.00
C -3.89439 2.99448 3.76084  -0.51
O -4.73579 2.23417 3.34920  0.10
N -2.83661 2.59462 4.62051  -0.13
C -3.13041 2.89623 6.02885  -0.05
C -2.45502 1.18789 4.41865  -0.18
C -1.10271 0.90623 5.08049  -0.17
C -0.38938 -0.30657 4.46128  -0.18
C 1.13338 -0.15042 4.38024  -0.13
C 1.61553 1.16574 3.82356  -0.16
C 2.44529 1.98300 4.58903  -0.01
C 2.89570 3.22889 4.14624  -0.04
C 2.52039 3.71574 2.90142  0.01
C 1.69393 2.91622 2.14079  -0.09
C 1.25865 1.66821 2.57388  -0.03
C 0.42515 1.07950 1.48224  -0.37
O -0.03842 -0.02326 1.37383  0.11
N 0.33565 2.06791 0.47442  0.18
C 1.12152 3.19151 0.79411  -0.40
O 1.28754 4.13597 0.07240  0.12
H -3.02709 4.60363 2.67016  0.09
H -4.78710 4.75301 2.90982  0.08
H -3.64040 5.07559 4.23592  0.08
H -3.50224 2.00593 6.54103  0.06
H -2.22479 3.23075 6.54047  0.09
H -3.86077 3.70225 6.10542  0.09
H -2.39008 1.01244 3.34385  0.12
H -3.22795 0.53242 4.83792  0.12
H -0.51357 1.82307 5.00329  0.11
H -1.27587 0.72332 6.14385  0.11
H -0.58779 -1.17942 5.08931  0.11
H -0.82076 -0.53707 3.48929  0.09
H 1.58036 -0.98220 3.82959  0.13
H 1.52535 -0.22654 5.39920  0.11
H 2.74490 1.65836 5.57879  0.12
H 3.52856 3.83531 4.78072  0.11
H 2.83861 4.67655 2.51840  0.12
H -0.56390 2.21085 0.03849  0.16
F -3.57348 0.06011 7.64257  0.03
C -4.81905 -0.46058 7.53023  -0.29
C -5.90474 0.38304 7.64084  -0.02
C -7.17595 -0.15834 7.51494  -0.08
C -7.34007 -1.51780 7.28890  -0.09
C -6.22830 -2.34227 7.18442  -0.08
C -4.95079 -1.81439 7.30232  -0.02
H -5.75356 1.43873 7.82073  0.11
H -8.04053 0.48692 7.59225  0.11
H -8.33368 -1.93385 7.19273  0.10
H -6.35335 -3.40237 7.00965  0.11
H -4.06918 -2.43519 7.21743  0.12
F 5.35588 0.55236 -4.46641  0.05
C 4.49643 0.29577 -3.45589  -0.30
C 4.10568 -1.00819 -3.22590  -0.01
C 3.22226 -1.26678 -2.18704  -0.06
C 2.74206 -0.22299 -1.40609  -0.09
C 3.14469 1.08058 -1.66222  -0.08
C 4.03313 1.34932 -2.69376  -0.02
H 4.48721 -1.79977 -3.85577  0.11
H 2.89973 -2.27984 -1.98818  0.08
H 2.04729 -0.42667 -0.60016  0.09
H 2.76274 1.89550 -1.06212  0.09
H 4.36077 2.35791 -2.90815  0.12
F 0.08490 2.31928 -8.62468  0.05
C 0.44469 1.93369 -7.38072  -0.29
C -0.52879 1.82930 -6.40831  -0.02
C -0.15045 1.42852 -5.13431  -0.08
C 1.17871 1.14526 -4.84919  -0.07
C 2.13722 1.26272 -5.84681  -0.07
C 1.77287 1.65713 -7.12711  -0.03
H -1.55769 2.05879 -6.65050  0.12
H -0.90103 1.33563 -4.36029  0.10
H 1.46687 0.83422 -3.85406  0.09
H 3.17401 1.04521 -5.63360  0.09
H 2.50315 1.74963 -7.92029  0.12
F 3.57829 -1.86387 -6.28678  0.05
C 3.85731 -2.01201 -7.59782  -0.28
C 5.01740 -2.66318 -7.96492  -0.02
C 5.29406 -2.81013 -9.31668  -0.09
C 4.42062 -2.30599 -10.27070  -0.10
C 3.26155 -1.65373 -9.87210  -0.08
C 2.96896 -1.50380 -8.52413  -0.02
H 5.68596 -3.04206 -7.20374  0.12
H 6.19680 -3.32085 -9.62425  0.10
H 4.64309 -2.42162 -11.32292  0.10
H 2.57966 -1.25739 -10.61270  0.11
H 2.07040 -1.00411 -8.18786  0.11
F 2.02925 -4.22767 -1.81675  0.04
C 0.73952 -4.63615 -1.81568  -0.28
C -0.24599 -3.70622 -1.55496  -0.01
C -1.56727 -4.12868 -1.55573  -0.08
C -1.87878 -5.45770 -1.80949  -0.10
C -0.86499 -6.37049 -2.06615  -0.08
C 0.46121 -5.96207 -2.07320  -0.02
H 0.02097 -2.67695 -1.35418  0.11
H -2.35514 -3.41470 -1.35691  0.11
H -2.91088 -5.78123 -1.80702  0.10
H -1.10483 -7.40708 -2.26154  0.10
H 1.26811 -6.65311 -2.27565  0.12

Values from the calculation:
DFT total energy (eV): -70073.55253
Net charge: 0
LUMO energy (eV): -0.532
Highest occupied orbital energy (eV): -9.0
Spin multiplicity: 1
F_max (eV Å⁻¹): 0.63
Gap between HOMO and LUMO (eV): 8.4

# 2
Molecular formula: C30H50ClN10O4
Method: DFT, the ωB97M-V functional and the def2-TZVPD basis

Last column: Löwdin charge in e.
Geometry (Å):
C 3.03899 2.23111 1.72242  -0.10
C 3.43360 0.85538 2.31070  -0.21
C 3.63596 -0.20710 1.22734  -0.23
O 2.69824 -1.26672 1.27133  -0.13
C 1.37935 -0.85057 1.09743  -0.37
C 0.62356 -1.26416 2.38986  -0.68
O 0.70012 -0.44988 3.35004  -0.08
O 0.06578 -2.35379 2.37822  0.00
N 0.76555 -1.52813 -0.07743  -0.37
Cl 1.96991 -1.40313 -1.38089  0.64
C -0.39026 -0.76610 -0.55618  -0.30
C -1.68962 -1.13355 0.13339  -0.18
C -2.89081 -0.44131 -0.50574  -0.21
C -2.96275 1.05265 -0.19476  -0.20
C -3.42789 1.37052 1.23220  -0.17
C -4.51043 0.46327 1.75579  -0.25
O -5.20286 1.15457 2.79483  -0.20
C -6.30532 0.40184 3.27492  -0.14
H 3.28015 2.30146 0.67019  0.06
H 3.54344 3.04927 2.22124  0.06
H 1.96846 2.34143 1.80815  0.06
H 2.61600 0.56490 2.95616  0.08
H 4.30174 0.94535 2.94780  0.09
H 3.67228 0.21152 0.22603  0.09
H 4.59962 -0.67437 1.39164  0.11
H 1.28259 0.22241 0.92300  0.13
H -0.51273 -1.00550 -1.60260  0.08
H -0.24326 0.31808 -0.51151  0.11
H -1.81972 -2.20546 0.09901  0.12
H -1.67769 -0.89458 1.18955  0.10
H -3.79823 -0.96607 -0.23663  0.10
H -2.78596 -0.54377 -1.58550  0.10
H -1.97038 1.45796 -0.33502  0.09
H -3.61478 1.53512 -0.91400  0.10
H -2.59297 1.43758 1.91668  0.12
H -3.86084 2.36259 1.21092  0.07
H -5.22256 0.16834 0.98593  0.12
H -4.07454 -0.43109 2.20138  0.12
H -6.17759 -0.66197 3.10975  0.07
H -7.21835 0.69306 2.76414  0.04
H -6.39335 0.54004 4.34289  0.06
C 4.99062 -3.47969 -3.31295  -0.09
C 5.33857 -2.08546 -3.55975  -0.30
N 5.60516 -0.98493 -3.75437  0.12
H 5.86380 -4.10863 -3.46584  0.06
H 4.63296 -3.59292 -2.29081  0.08
H 4.20687 -3.78799 -4.00032  0.08
C 6.92054 -1.29793 -7.29231  -0.09
C 6.85574 -2.58379 -6.61300  -0.27
N 6.80440 -3.57527 -6.03654  0.14
H 6.42700 -1.36717 -8.25989  0.08
H 6.42099 -0.54557 -6.68275  0.08
H 7.95454 -1.00881 -7.43984  0.04
C -10.07826 2.71400 3.73832  -0.08
C -9.78695 1.47594 3.03014  -0.28
N -9.55665 0.48046 2.50577  0.14
H -10.97840 2.58169 4.33506  0.08
H -9.25210 2.96505 4.39938  0.04
H -10.23743 3.52741 3.03311  0.08
C -2.12267 -0.86030 5.82003  -0.06
C -3.47892 -1.20986 5.42973  -0.26
N -4.54842 -1.49505 5.12135  0.14
H -1.88455 -1.33635 6.77051  0.08
H -1.41402 -1.20571 5.05232  0.08
H -2.04066 0.22005 5.92873  0.08
C -4.50792 5.61736 1.94230  -0.07
C -3.82175 5.07727 0.77583  -0.28
N -3.28123 4.61847 -0.12706  0.15
H -4.19549 6.64570 2.11113  0.08
H -5.58317 5.59061 1.78110  0.08
H -4.26506 5.01870 2.81796  0.09
C -9.06389 -0.35298 6.95166  -0.06
C -8.65676 1.02208 6.69403  -0.27
N -8.33836 2.10234 6.47016  0.14
H -8.58614 -1.01472 6.23188  0.09
H -8.76583 -0.64240 7.95680  0.08
H -10.14404 -0.44114 6.85769  0.08
C 2.75992 -1.67060 5.50926  -0.07
C 4.11422 -1.32569 5.93067  -0.29
N 5.17892 -1.05315 6.26709  0.10
H 2.76661 -2.03745 4.48498  0.08
H 2.35810 -2.44262 6.16255  0.08
H 2.11957 -0.79340 5.55198  0.07
C 6.79654 1.85175 -9.93287  -0.06
C 7.94095 1.06407 -9.49221  -0.27
N 8.83683 0.43519 -9.14518  0.14
H 6.28796 2.27589 -9.06969  0.09
H 7.13293 2.65730 -10.58145  0.08
H 6.10345 1.21676 -10.48070  0.09
C 9.65124 -3.24382 -10.71710  -0.07
C 8.36583 -3.18886 -11.40315  -0.29
N 7.35383 -3.14555 -11.94430  0.12
H 9.49352 -3.38719 -9.65030  0.08
H 10.24439 -4.06966 -11.10352  0.08
H 10.18833 -2.31094 -10.87346  0.08

Values from the calculation:
DFT total energy (eV): -67532.03309
Net charge: -1
LUMO energy (eV): 1.656
Highest occupied orbital energy (eV): -5.2
Relative energy (zero: lowest compared OMol25 entry of this formula, charge and spin) (kcal/mol): 0.0
Spin multiplicity: 1
F_max (eV Å⁻¹): 1.06
Gap between HOMO and LUMO (eV): 6.9